Record 1
{
  "formula": "C15H18CuN2OS2",
  "method": "wB97M-V/def2-TZVPD",
  "elements": ["Cu", "C", "C", "C", "C", "C", "C", "C", "C", "C", "C", "H", "H", "H", "H", "H", "H", "H", "H", "H", "H", "H", "H", "H", "H", "S", "C", "C", "C", "C", "C", "N", "H", "H", "H", "H", "O", "S", "N"],
  "coordinates": [[-13.129, -3.406, 0.583], [-13.891, -6.439, -0.271], [-12.900, -6.365, 0.930], [-12.169, -7.738, 1.185], [-11.932, -5.178, 0.768], [-11.643, -4.390, 1.890], [-10.790, -3.269, 1.867], [-10.163, -2.928, 0.692], [-9.335, -1.762, 0.501], [-10.427, -3.731, -0.405], [-11.199, -4.845, -0.377], [-14.586, -7.251, -0.210], [-13.357, -6.559, -1.213], [-14.510, -5.438, -0.305], [-13.451, -6.051, 1.798], [-11.622, -8.090, 0.333], [-12.918, -8.464, 1.430], [-11.564, -7.614, 2.057], [-12.143, -4.671, 2.846], [-10.542, -2.907, 2.860], [-9.744, -0.801, 0.904], [-9.224, -1.556, -0.505], [-8.364, -1.975, 0.821], [-10.041, -3.433, -1.365], [-11.395, -5.322, -1.323], [-15.274, -2.856, 0.668], [-14.501, -1.830, -1.757], [-14.942, -0.826, -2.644], [-14.023, 0.153, -3.127], [-12.704, -0.033, -2.734], [-12.407, -1.097, -1.883], [-13.251, -2.004, -1.365], [-16.616, -1.643, -3.108], [-14.513, 0.928, -3.712], [-11.955, 0.658, -3.026], [-11.322, -1.189, -1.696], [-16.241, -0.750, -2.920], [-16.448, -3.654, -1.949], [-15.363, -2.744, -1.075]],
  "lowdin_spin": [0.014, 0.004, 0.001, 0.000, 0.002, 0.002, 0.000, 0.000, 0.000, 0.001, 0.000, 0.000, 0.000, 0.003, 0.000, 0.000, 0.000, 0.000, 0.000, 0.000, 0.000, 0.000, 0.000, 0.000, 0.000, 0.090, 0.009, 0.015, 0.000, 0.015, -0.001, 0.016, 0.008, 0.000, 0.001, 0.000, 0.009, 0.479, 0.331],
  "lumo_energy_ev": [0.6, -0.7],
  "s_squared": 0.76,
  "multiplicity": 2,
  "total_charge": 0
}

***

Record 2
{
  "formula": "C15H18F5IO4SZr",
  "method": "wB97M-V/def2-TZVPD",
  "elements": ["Zr", "C", "C", "O", "C", "C", "O", "C", "C", "O", "C", "C", "O", "H", "H", "H", "H", "H", "H", "H", "H", "H", "H", "H", "H", "H", "H", "H", "H", "F", "C", "C", "F", "C", "F", "C", "S", "C", "F", "C", "F", "I", "C", "H", "H"],
  "coordinates": [[0.123, 0.313, 0.421], [3.244, 0.078, 0.713], [2.892, 1.255, -0.214], [1.659, 1.017, -0.929], [1.768, 0.249, -2.150], [1.817, -1.264, -1.872], [0.921, -1.462, -0.780], [0.615, -2.804, -0.404], [-0.514, -2.672, 0.634], [-0.331, -1.515, 1.484], [0.574, -1.688, 2.598], [2.035, -1.461, 2.174], [1.993, -0.359, 1.257], [3.906, 0.431, 1.516], [3.737, -0.747, 0.181], [3.711, 1.454, -0.915], [2.710, 2.160, 0.387], [2.637, 0.571, -2.734], [0.851, 0.478, -2.712], [2.826, -1.611, -1.610], [1.478, -1.814, -2.758], [1.505, -3.302, 0.003], [0.258, -3.376, -1.267], [-0.605, -3.583, 1.236], [-1.462, -2.492, 0.108], [0.449, -2.680, 3.047], [0.277, -0.927, 3.335], [2.480, -2.342, 1.693], [2.634, -1.196, 3.057], [-5.830, 3.614, -0.947], [-4.857, 2.742, -1.121], [-3.731, 2.773, -0.299], [-3.578, 3.659, 0.675], [-2.753, 1.826, -0.526], [-1.564, 1.822, 0.245], [-2.815, 0.823, -1.480], [-1.507, -0.313, -1.517], [-3.944, 0.823, -2.310], [-4.051, -0.094, -3.258], [-4.947, 1.777, -2.133], [-6.007, 1.775, -2.916], [1.832, 1.767, 3.488], [0.148, 1.780, 2.109], [0.150, 2.814, 1.728], [-0.735, 1.701, 2.764]],
  "lowdin_charge": [1.745, -0.136, -0.095, -0.282, -0.111, -0.111, -0.382, -0.112, -0.113, -0.286, -0.103, -0.142, -0.438, 0.132, 0.143, 0.161, 0.131, 0.159, 0.114, 0.143, 0.160, 0.143, 0.160, 0.159, 0.110, 0.161, 0.120, 0.143, 0.127, 0.180, -0.109, -0.131, 0.157, -0.160, -0.134, -0.490, 0.824, -0.207, 0.132, -0.114, 0.176, 0.941, -0.746, -0.011, -0.005],
  "lumo_energy_ev": -7.4,
  "total_charge": 2
}

***

Record 3
{
  "formula": "C15H18N2O3",
  "method": "wB97M-V/def2-TZVPD",
  "elements": ["O", "C", "N", "C", "C", "C", "C", "C", "C", "C", "C", "C", "C", "C", "C", "N", "O", "O", "C", "C", "H", "H", "H", "H", "H", "H", "H", "H", "H", "H", "H", "H", "H", "H", "H", "H", "H", "H"],
  "coordinates": [[-0.358, -1.611, 1.652], [0.591, -1.207, 1.009], [1.110, -1.863, -0.051], [0.421, -2.965, -0.681], [-0.272, -2.510, -1.978], [-1.139, -1.308, -1.717], [-0.759, -0.091, -2.083], [-1.528, 1.159, -1.785], [-2.573, 0.918, -0.701], [-3.348, -0.355, -1.022], [-2.407, -1.553, -0.950], [1.303, 0.059, 1.379], [1.448, 0.361, 2.731], [2.063, 1.533, 3.123], [2.517, 2.414, 2.149], [3.161, 3.643, 2.548], [3.298, 3.847, 3.734], [3.529, 4.394, 1.670], [2.354, 2.141, 0.797], [1.748, 0.960, 0.415], [1.867, -1.442, -0.567], [-0.318, -3.323, 0.038], [1.134, -3.765, -0.894], [0.489, -2.264, -2.723], [-0.869, -3.340, -2.359], [0.151, 0.044, -2.657], [-2.016, 1.505, -2.703], [-0.837, 1.949, -1.476], [-2.077, 0.798, 0.264], [-3.247, 1.774, -0.634], [-3.771, -0.276, -2.027], [-4.171, -0.488, -0.318], [-2.153, -1.747, 0.096], [-2.902, -2.447, -1.338], [1.069, -0.337, 3.462], [2.194, 1.782, 4.165], [2.702, 2.858, 0.069], [1.594, 0.756, -0.634]],
  "lowdin_charge": [0.069, -0.458, 0.076, -0.160, -0.133, -0.258, -0.075, -0.193, -0.197, -0.190, -0.150, -0.113, 0.011, 0.024, -0.146, -0.363, 0.086, 0.083, 0.019, -0.011, 0.139, 0.121, 0.121, 0.111, 0.116, 0.106, 0.115, 0.104, 0.115, 0.109, 0.117, 0.110, 0.106, 0.121, 0.125, 0.122, 0.121, 0.103],
  "lumo_energy_ev": -0.8,
  "smiles": "O=C(NCCC1=CCCCC1)c1ccc([N+](=O)[O-])cc1",
  "total_charge": 0
}

***

Record 4
{
  "formula": "C15H18N2O3",
  "method": "wB97M-V/def2-TZVPD",
  "elements": ["C", "C", "O", "C", "O", "C", "C", "N", "C", "C", "C", "C", "C", "C", "C", "C", "N", "C", "C", "O", "H", "H", "H", "H", "H", "H", "H", "H", "H", "H", "H", "H", "H", "H", "H", "H", "H", "H"],
  "coordinates": [[5.452, 1.281, -0.663], [4.630, 0.803, 0.521], [3.264, 1.153, 0.308], [2.328, 0.283, 0.702], [2.604, -0.771, 1.251], [0.969, 0.741, 0.401], [0.762, 2.040, -0.115], [-0.383, 2.514, -0.498], [-1.486, 1.756, -0.297], [-2.739, 2.307, -0.625], [-3.893, 1.630, -0.342], [-3.858, 0.390, 0.318], [-5.143, -0.280, 0.699], [-2.641, -0.177, 0.611], [-1.431, 0.455, 0.267], [-0.140, -0.113, 0.524], [0.000, -1.407, 0.929], [-0.579, -2.517, 0.206], [0.361, -2.980, -0.921], [0.601, -1.966, -1.863], [5.347, 2.356, -0.781], [6.499, 1.041, -0.500], [5.113, 0.797, -1.575], [4.702, -0.283, 0.645], [4.962, 1.285, 1.448], [1.614, 2.694, -0.240], [-2.753, 3.285, -1.079], [-4.852, 2.063, -0.591], [-5.733, -0.500, -0.191], [-5.737, 0.376, 1.335], [-4.959, -1.208, 1.233], [-2.611, -1.099, 1.172], [0.965, -1.599, 1.204], [-1.532, -2.220, -0.238], [-0.747, -3.345, 0.900], [-0.063, -3.874, -1.401], [1.342, -3.232, -0.510], [-0.237, -1.678, -2.243]],
  "lowdin_charge": [-0.062, -0.215, -0.010, -0.420, 0.080, -0.038, -0.076, 0.105, -0.228, -0.005, -0.037, -0.274, -0.052, 0.002, -0.076, -0.137, 0.060, -0.169, -0.245, -0.049, 0.076, 0.076, 0.080, 0.118, 0.130, 0.121, 0.112, 0.114, 0.082, 0.082, 0.074, 0.113, 0.104, 0.107, 0.123, 0.117, 0.122, 0.094],
  "lumo_energy_ev": 0.3,
  "smiles": "CCOC(=O)c1cnc2ccc(C)cc2c1NCCO",
  "total_charge": 0
}

***

Record 5
{
  "formula": "C15H18N2O4S",
  "method": "wB97M-V/def2-TZVPD",
  "elements": ["C", "C", "C", "N", "C", "N", "C", "C", "C", "C", "C", "C", "C", "C", "O", "C", "O", "C", "O", "O", "C", "S", "H", "H", "H", "H", "H", "H", "H", "H", "H", "H", "H", "H", "H", "H", "H", "H", "H", "H"],
  "coordinates": [[-0.056, -0.410, -3.532], [-0.262, -1.713, -3.513], [0.672, -2.741, -2.938], [1.945, -2.225, -2.493], [2.035, -1.601, -1.301], [1.158, -1.672, -0.359], [1.553, -0.982, 0.750], [0.627, -0.949, 1.939], [0.721, -2.248, 2.730], [-0.801, -0.613, 1.477], [-0.853, 0.902, 1.561], [-0.676, 1.722, 0.282], [-1.463, 3.003, 0.597], [-2.133, 3.634, -0.611], [-2.466, 2.607, 1.542], [-2.181, 1.443, 2.109], [-2.875, 0.893, 2.913], [0.277, 1.228, 2.554], [0.504, 2.301, 3.031], [1.010, 0.145, 2.785], [2.755, -0.365, 0.661], [3.466, -0.644, -0.894], [-0.775, 0.269, -3.955], [0.835, 0.041, -3.126], [-1.171, -2.132, -3.922], [0.193, -3.208, -2.072], [0.863, -3.519, -3.685], [2.583, -1.915, -3.210], [0.433, -3.076, 2.090], [0.061, -2.204, 3.592], [1.741, -2.396, 3.074], [-0.983, -1.001, 0.477], [-1.533, -1.031, 2.173], [0.367, 1.938, 0.056], [-1.121, 1.194, -0.565], [-0.817, 3.733, 1.101], [-2.706, 4.504, -0.304], [-1.378, 3.941, -1.330], [-2.808, 2.922, -1.080], [3.260, 0.227, 1.396]],
  "lowdin_charge": [0.005, -0.158, -0.203, -0.016, -0.647, 0.121, -0.336, -0.417, 0.019, -0.010, -0.226, -0.031, -0.324, -0.024, 0.092, -0.422, 0.154, -0.407, 0.166, 0.102, -0.341, 1.031, 0.053, 0.051, 0.096, 0.119, 0.121, 0.132, 0.095, 0.094, 0.094, 0.126, 0.135, 0.139, 0.130, 0.154, 0.083, 0.086, 0.086, 0.077],
  "lumo_energy_ev": 0.4,
  "smiles": "C=CCNc1nc([C@]2(C)C[C@]3(C[C@@H](C)OC3=O)C(=O)O2)cs1",
  "total_charge": 0
}

***

ΔE to the lowest compared entry with this formula, charge and spin, record by record: 8.20 28.19 83.24 20.16 15.23 kcal per mole
Largest force on an atom, record by record: 0.052 0.050 0.026 0.013 0.022 hartree/bohr